Record 1
The following is a quantum chemistry calculation of an isolated molecule of C3H11N2 in a non-equilibrium geometry, from OMol25.

The geometry in ORCA input format:
```
! RIJCOSX wB97M-V def2-TZVPD def2/J DEFGRID3
* xyz 0 2
N 0.79 -0.50 -1.35
C 1.28 -0.74 0.12
C 0.55 0.44 0.92
N -0.62 0.90 0.13
C -1.90 0.04 0.34
H 0.17 0.38 -1.35
H 1.58 -0.50 -2.02
H 0.26 -1.26 -1.73
H 0.82 -1.66 0.45
H 2.38 -0.85 0.11
H 0.38 0.16 2.08
H 1.26 1.19 1.09
H -0.77 1.79 0.59
H -2.08 -0.49 -0.60
H -2.81 0.81 0.53
H -1.93 -0.77 1.11
*
```

Energy above the lowest of the compared OMol25 structures with the same formula, charge and spin (kcal/mol): 64.6
F_max (eV Å⁻¹): 3.07
HOMO energy (spin up / spin down) (Ha): -0.1148 / -0.3854
E_LUMO (spin up / spin down) (eV): 0.896 / 0.651

Record 2
The following is a quantum chemistry calculation of a cluster of 2 separate species, C5H7N4 in total in a non-equilibrium geometry, from OMol25.

The geometry in ORCA input format:
```
! RIJCOSX wB97M-V def2-TZVPD def2/J DEFGRID3
* xyz 1 1
C -0.34 -0.79 1.79
C -0.34 1.71 0.54
C -1.66 0.81 -1.26
C 0.46 -0.45 0.75
C 1.62 -0.74 0.16
N -1.00 -0.92 2.73
N -1.31 1.81 -0.28
N -0.80 -0.04 -1.51
N 2.20 -1.93 0.15
H -0.14 2.53 1.10
H -2.67 1.00 -1.79
H 2.08 -0.08 -0.47
H -1.94 2.65 -0.41
H -1.19 -0.83 -2.05
H 3.15 -2.21 -0.28
H 1.88 -2.51 0.85
*
```

Energy above the lowest of the compared OMol25 structures with the same formula, charge and spin (kcal/mol): 109.7
F_max (eV Å⁻¹): 5.42
HOMO energy (Ha): -0.4686
E_LUMO (eV): -5.329

Record 3
The following is a quantum chemistry calculation of a structure of composition C3H9N3 in a non-equilibrium geometry, from OMol25.

The geometry in ORCA input format:
```
! RIJCOSX wB97M-V def2-TZVPD def2/J DEFGRID3
* xyz 0 1
C 2.13 -0.09 0.73
N -0.06 0.92 -0.54
N 1.35 -0.16 -0.47
C -0.84 -0.08 -0.21
N -2.15 1.23 0.07
C -1.23 -1.32 -0.40
H 0.11 1.60 0.20
H 1.73 -0.23 -1.41
H -2.49 1.46 -0.86
H -2.83 0.63 0.54
H 1.54 0.18 1.61
H 2.95 0.63 0.67
H 2.56 -1.07 0.97
H -2.27 -1.58 -0.35
H -0.51 -2.11 -0.54
*
```

Energy above the lowest of the compared OMol25 structures with the same formula, charge and spin (kcal/mol): 133.9
F_max (eV Å⁻¹): 7.31
HOMO energy (Ha): -0.3275
E_LUMO (eV): 1.046

Record 4
The following is a quantum chemistry calculation of a cluster of 5 separate species, C17H48N6O5 in total in a non-equilibrium geometry, from OMol25.

The geometry in ORCA input format:
```
! RIJCOSX wB97M-V def2-TZVPD def2/J DEFGRID3
* xyz 0 1
C 1.67 1.82 -3.32
O 2.91 2.40 -3.01
C 3.06 2.74 -1.65
C 2.31 4.01 -1.26
C 2.73 5.19 -2.12
N 2.50 4.24 0.18
H 0.84 2.44 -2.96
H 1.56 0.81 -2.91
H 1.62 1.69 -4.40
H 2.70 1.92 -1.02
H 4.13 2.87 -1.48
H 1.23 3.85 -1.37
H 2.57 4.97 -3.18
H 3.80 5.35 -1.98
H 2.14 6.07 -1.87
H 3.46 4.54 0.35
H 1.90 5.00 0.46
C -1.94 -2.20 1.83
O -1.50 -2.43 0.51
C -0.19 -1.95 0.28
C 0.32 -2.46 -1.05
C 1.73 -1.95 -1.32
N -0.60 -2.18 -2.18
H -1.79 -1.13 2.07
H -1.33 -2.75 2.56
H -2.99 -2.46 1.90
H -0.24 -0.84 0.25
H 0.45 -2.27 1.11
H 0.37 -3.55 -0.92
H 1.72 -0.89 -1.57
H 2.14 -2.53 -2.15
H 2.35 -2.09 -0.43
H -0.42 -1.23 -2.48
H -1.52 -2.11 -1.75
C 0.66 0.75 3.87
O 0.92 -0.12 4.93
C 1.32 -1.39 4.48
C 1.57 -2.34 5.63
C 2.54 -1.82 6.69
N 2.02 -3.62 5.08
H -0.18 0.41 3.24
H 1.54 0.89 3.23
H 0.42 1.73 4.28
H 0.56 -1.82 3.80
H 2.22 -1.31 3.83
H 0.61 -2.44 6.16
H 2.42 -2.46 7.57
H 2.24 -0.83 7.03
H 3.58 -1.82 6.39
H 1.47 -3.84 4.25
H 1.84 -4.37 5.74
C -4.44 3.09 1.43
O -4.42 2.21 0.33
C -3.23 2.30 -0.40
C -3.23 1.31 -1.54
C -3.65 -0.11 -1.16
N -1.95 1.38 -2.24
H -5.36 2.90 1.97
H -4.45 4.13 1.08
H -3.60 2.91 2.11
H -3.09 3.32 -0.80
H -2.37 2.16 0.28
H -4.02 1.65 -2.23
H -4.31 -0.51 -1.94
H -4.41 -0.07 -0.37
H -2.89 -0.85 -0.97
H -1.32 2.08 -1.89
H -2.00 1.40 -3.25
N -0.49 -4.82 -4.77
C -0.30 -3.74 -5.63
N -1.09 -2.65 -5.39
O 0.48 -3.80 -6.56
H -0.78 -4.65 -3.82
H 0.17 -5.56 -4.95
H -1.66 -2.62 -4.56
H -1.02 -1.92 -6.06
*
```

Energy above the lowest of the compared OMol25 structures with the same formula, charge and spin (kcal/mol): 14.7
F_max (eV Å⁻¹): 1.70
HOMO energy (Ha): -0.3455
E_LUMO (eV): 0.351
SMILES: COC[C@H](C)N.COC[C@H](C)N.COC[C@H](C)N.COC[C@H](C)N.NC(N)=O

Record 5
The following is a quantum chemistry calculation of a cluster of 2 separate species, C3H4N2O in total, from OMol25.

The geometry in ORCA input format:
```
! RIJCOSX wB97M-V def2-TZVPD def2/J DEFGRID3
* xyz 0 1
O 0.16 0.63 1.60
C 0.48 0.84 0.36
C 1.36 -0.14 -0.26
N 0.56 -1.05 -0.76
C -0.74 -0.59 -0.54
N -0.68 0.82 -0.41
H -0.56 -0.41 1.18
H 2.43 -0.26 -0.18
H -1.54 -1.07 -1.10
H -1.46 1.24 0.10
*
```

Energy above the lowest of the compared OMol25 structures with the same formula, charge and spin (kcal/mol): 120.4
F_max (eV Å⁻¹): 0.37
HOMO energy (spin up / spin down) (Ha): -0.3296 / -0.3296
E_LUMO (spin up / spin down) (eV): -0.410 / -0.412

Record 6
The following is a quantum chemistry calculation of a structure of composition C12H29NOPdSSi in a non-equilibrium geometry, from OMol25.

The geometry in ORCA input format:
```
! RIJCOSX wB97M-V def2-TZVPD def2/J DEFGRID3
* xyz 2 1
C -3.58 0.34 2.42
O -3.75 -0.98 2.92
C -3.66 -1.98 1.95
C -2.27 -2.78 2.00
C -1.59 -2.73 0.60
C -1.15 -1.28 0.20
C 0.20 -0.99 0.95
C 0.41 0.51 1.28
C 1.85 0.85 1.81
C 3.01 0.25 0.97
C 3.20 0.87 -0.45
C 2.38 0.18 -1.59
C 1.14 1.05 -2.00
Si 1.18 1.50 -3.86
N -0.46 1.48 -4.55
S 1.84 3.59 -3.93
H -4.35 0.96 2.90
H -2.56 0.71 2.69
H -3.72 0.43 1.33
H -4.44 -2.73 2.22
H -3.85 -1.64 0.92
H -2.43 -3.82 2.33
H -1.66 -2.27 2.78
H -0.65 -3.30 0.72
H -2.17 -3.24 -0.18
H -1.93 -0.53 0.39
H -0.93 -1.32 -0.88
H 0.15 -1.53 1.91
H 1.00 -1.44 0.35
H -0.27 0.74 2.13
H 0.09 1.19 0.47
H 1.98 1.93 2.00
H 1.91 0.37 2.81
H 3.95 0.47 1.53
H 2.95 -0.85 0.94
H 4.27 0.71 -0.72
H 3.07 1.99 -0.46
H 3.05 0.17 -2.47
H 2.12 -0.87 -1.40
H 1.11 1.98 -1.39
H 0.17 0.55 -1.80
H 2.08 0.60 -4.58
H -0.85 0.55 -4.51
H -1.06 2.15 -4.08
H 1.24 4.14 -2.81
Pd 2.97 4.03 -1.84
*
```

F_max (eV Å⁻¹): 2.82
HOMO energy (Ha): -0.5279
E_LUMO (eV): -12.710

| no. | energy (eV) |
| --- | --- |
| 1 | -6264.8813 |
| 2 | -11246.2080 |
| 3 | -7721.7672 |
| 4 | -37584.2766 |
| 5 | -8198.6638 |
| 6 | -38622.6473 |